An isolated molecule of C5H7NO at a distorted geometry, computed with ωB97M-V/def2-TZVPD.

Calculated values
- F_max: 1.5 eV/A
- Charge: 0
- E_tot: -8835.180 eV
- Structure (SMILES): C[C@H](C#N)CC=O
- Energy relative to the best compared isomer or geometry (same formula, charge and spin): 98.7 kJ/mol
- E_LUMO: 0.73 eV
- Kohn-Sham gap: 11.21 eV

Geometry as XYZ:
```
14
C5H7NO | the Open Molecules 2025 dataset | ωB97M-V/def2-TZVPD
C -1.1443 -1.1600 0.3910
C -0.4996 0.2263 0.1215
C -1.4313 1.0871 -0.6092
N -2.1382 1.8749 -1.0799
C 0.8351 0.1317 -0.6235
C 1.9130 0.3871 0.3871
O 1.6863 0.6371 1.5448
H -2.1924 -1.0614 0.6894
H -0.5936 -1.6535 1.1898
H -1.1334 -1.8281 -0.4900
H -0.2427 0.8470 1.0050
H 1.0333 -0.8164 -1.1302
H 0.9724 0.9238 -1.3636
H 2.9353 0.4046 -0.0322
```